DFT (the ωB97M-V functional and the def2-TZVPD basis) results for a 5-piece molecular cluster, C37H75FN2O9PS overall in a non-equilibrium geometry.

The energy relative to the best compared isomer or geometry (same formula, charge and spin) comes out at 72.6 kcal/mol. As for the HOMO energy: -4.33 eV. The value obtained for the orbital gap is 6.43 eV. The charge is -1. The calculation puts the lowest unoccupied orbital energy at 2.09 eV. The maximum force is 0.0801 hartree/bohr.

Last column: Löwdin charge in e.
CARTESIAN COORDINATES (ANGSTROEM)
C1 -3.7650 0.1362 -0.1410  0.0546
C2 -2.7042 -0.0427 0.4507  -0.1257
C3 -1.2552 -0.1404 1.0798  -0.1801
C4 -0.3055 0.8090 0.1795  -0.4423
O1 0.9023 0.1627 -0.2639  -0.1745
C5 0.7949 -0.3523 -1.6025  -0.2157
C6 -0.3257 -1.4754 -1.7842  -0.1382
C7 0.0089 -2.5248 -2.9330  -0.1832
C8 1.3254 -3.3743 -2.6793  -0.1590
C9 2.2590 -3.2963 -3.9794  -0.2500
O2 2.4214 -1.9593 -4.4536  -0.2274
C10 3.0624 -1.9418 -5.7427  -0.1246
C11 0.7182 0.8135 -2.7386  -0.2214
N1 -0.4105 0.4927 -3.7211  0.1215
C12 -1.4366 1.1161 -3.4388  -0.7126
S1 -2.6991 2.1708 -3.4167  0.6259
O3 1.8990 0.9086 -3.5338  -0.0303
C13 2.8196 1.9179 -3.0809  -0.4041
N2 3.1274 1.8109 -1.6170  0.0964
C14 2.3605 3.4179 -3.3203  -0.0595
C15 1.8866 3.7691 -4.7867  -0.3151
C16 0.4472 3.2394 -5.1788  -0.0630
F1 2.7864 3.3784 -5.8193  -0.0398
C17 4.2313 1.5923 -3.8139  -0.5750
O4 5.1618 2.3965 -3.4994  -0.0866
O5 4.3894 0.6173 -4.6788  -0.0946
P1 0.2474 2.1980 1.3809  0.9963
C18 0.7999 3.7221 0.4367  -0.4469
C19 -0.3803 4.5050 -0.3011  -0.1746
C20 1.6423 1.4140 2.3752  -0.3977
C21 3.0763 1.4700 1.6608  -0.1706
H1 -4.5192 0.6121 -0.8286  0.0385
H2 -1.3664 0.2904 2.1274  0.0752
H3 -0.8946 -1.2070 1.1249  0.1042
H4 -0.9519 1.2378 -0.6404  0.0983
H5 1.7849 -0.8790 -1.8165  0.1531
H6 -1.3753 -1.0763 -1.8901  0.0984
H7 -0.3201 -2.0736 -0.8082  0.1177
H8 -0.8583 -3.2716 -2.9323  0.1109
H9 -0.0355 -2.0178 -3.9427  0.1059
H10 1.9445 -3.0036 -1.7995  0.1091
H11 1.1477 -4.4755 -2.4988  0.1065
H12 3.2543 -3.8231 -3.7798  0.1203
H13 1.7348 -3.9084 -4.7971  0.1193
H14 4.1898 -1.8526 -5.5908  0.0932
H15 2.7849 -2.8169 -6.4052  0.0790
H16 2.7713 -0.9968 -6.3085  0.0980
H17 0.4074 1.7990 -2.2533  0.1366
H18 3.7914 2.5508 -1.3635  0.0847
H19 3.6271 0.9082 -1.5391  0.1030
H20 3.2250 4.0828 -3.0185  0.1284
H21 1.5031 3.6455 -2.6003  0.0978
H22 1.8236 4.9102 -4.8380  0.1374
H23 -0.2399 3.4775 -4.3117  0.0460
H24 0.4176 2.1674 -5.5178  0.0824
H25 0.0768 3.8862 -6.0456  0.0831
H26 1.2376 4.4393 1.2129  0.0810
H27 1.6206 3.5540 -0.3220  0.0383
H28 -1.0887 3.8144 -0.8467  0.0485
H29 0.1182 5.2103 -1.0483  0.0718
H30 -0.8780 5.1673 0.4659  0.0630
H31 1.7827 1.8744 3.4070  0.0644
H32 1.3870 0.3057 2.4815  0.0773
H33 3.9059 1.3369 2.4181  0.0645
H34 3.1640 0.5899 0.9449  0.0609
H35 3.1734 2.3968 1.0259  0.0435
C22 -4.4582 -1.8305 5.9920  -0.0830
C23 -4.1104 -1.8341 4.5126  -0.2780
O6 -2.7596 -1.4949 4.2468  -0.1703
C24 -1.7694 -2.3401 4.8119  -0.2813
C25 -1.8668 -3.7834 4.3474  -0.0794
H36 -4.2414 -0.8544 6.4337  0.0786
H37 -5.5184 -2.0518 6.1337  0.0748
H38 -3.8846 -2.5750 6.5483  0.0630
H39 -4.7222 -1.0855 4.0043  0.1208
H40 -4.3568 -2.7972 4.0533  0.1068
H41 -1.7974 -2.2766 5.9053  0.1034
H42 -0.8033 -1.9343 4.5030  0.1162
H43 -2.8087 -4.2468 4.6459  0.0639
H44 -1.0537 -4.3752 4.7753  0.0765
H45 -1.8033 -3.8393 3.2578  0.0822
C26 -7.5230 3.7551 1.2250  -0.0828
C27 -6.4386 3.2786 0.2733  -0.2770
O7 -6.8182 2.1516 -0.5013  -0.1774
C28 -7.9431 2.3147 -1.3512  -0.2792
C29 -7.7655 3.4104 -2.3887  -0.0795
H46 -7.8261 2.9466 1.8953  0.0812
H47 -7.1602 4.5915 1.8262  0.0762
H48 -8.4160 4.0894 0.6923  0.0625
H49 -5.5668 2.9729 0.8563  0.1191
H50 -6.1035 4.0916 -0.3793  0.1078
H51 -8.8464 2.4814 -0.7546  0.1037
H52 -8.0833 1.3612 -1.8653  0.1182
H53 -7.6390 4.3922 -1.9297  0.0646
H54 -8.6398 3.4584 -3.0430  0.0757
H55 -6.8814 3.2171 -3.0013  0.0809
C30 -0.6272 1.9518 7.0255  -0.0771
C31 0.7971 1.8614 7.5468  -0.2824
O8 1.7234 2.6404 6.8065  -0.1648
C32 1.4831 4.0389 6.7635  -0.2805
C33 1.4843 4.6972 8.1329  -0.0851
H56 -0.6699 1.6541 5.9747  0.0819
H57 -1.2857 1.2982 7.6020  0.0740
H58 -1.0228 2.9674 7.0929  0.0652
H59 1.1355 0.8253 7.4716  0.1169
H60 0.8440 2.1248 8.6092  0.1029
H61 0.5498 4.2454 6.2294  0.1073
H62 2.2856 4.4721 6.1626  0.1189
H63 0.6872 4.3137 8.7722  0.0628
H64 1.3428 5.7765 8.0348  0.0757
H65 2.4329 4.5146 8.6442  0.0803
C34 5.9286 -6.1230 -2.1466  -0.0773
C35 4.6650 -6.9228 -1.8781  -0.2821
O9 3.8269 -7.0585 -3.0147  -0.1676
C36 4.3876 -7.7122 -4.1425  -0.2802
C37 4.8291 -9.1385 -3.8598  -0.0856
H66 5.6791 -5.1294 -2.5269  0.0812
H67 6.5099 -6.0112 -1.2288  0.0766
H68 6.5672 -6.6057 -2.8894  0.0648
H69 4.0743 -6.4045 -1.1191  0.1178
H70 4.9040 -7.9084 -1.4634  0.1025
H71 5.2127 -7.1196 -4.5511  0.1076
H72 3.6095 -7.7288 -4.9087  0.1185
H73 5.6220 -9.1808 -3.1112  0.0629
H74 5.2070 -9.6064 -4.7725  0.0750
H75 3.9906 -9.7312 -3.4851  0.0797